[1]
ORCA calculation (the ωB97M-V functional and the def2-TZVPD basis) on an isolated molecule of C6H15BNOP in a non-equilibrium geometry.

Output
Total energy: -19968.17062 eV
Structure (SMILES): CCP(C)BN(C)C(C)=O
Net charge: 0
Orbital gap: 8.62 eV
Highest occupied orbital energy: -8.13 eV

Last column: Mulliken charge in e.
Positions of all 25 atoms, in Å:
C: -0.632 -2.864 -0.158  -1.108
C: -1.105 -1.797 0.845  -0.555
P: -2.112 -0.322 0.261  -0.187
C: -2.356 -0.518 -1.562  -1.014
B: -0.934 1.218 0.327  0.375
N: 0.486 1.204 0.442  0.025
C: 1.292 0.118 -0.141  -0.880
C: 1.166 2.463 0.396  0.420
C: 2.582 2.471 0.924  -0.890
O: 0.642 3.466 -0.003  -0.546
H: -1.360 -3.676 -0.227  0.339
H: -0.458 -2.476 -1.163  0.312
H: 0.311 -3.315 0.175  0.292
H: -0.263 -1.392 1.416  0.359
H: -1.750 -2.292 1.579  0.453
H: -2.524 0.484 -1.973  0.333
H: -1.509 -0.951 -2.099  0.296
H: -3.255 -1.108 -1.761  0.324
H: -1.472 2.270 0.430  -0.083
H: 1.916 -0.395 0.600  0.315
H: 1.945 0.512 -0.926  0.422
H: 0.626 -0.609 -0.593  0.115
H: 2.997 1.476 1.077  0.292
H: 3.215 3.047 0.245  0.299
H: 2.554 2.986 1.889  0.292



[2]
ORCA calculation (the ωB97M-V functional and the def2-TZVPD basis) on a structure of composition C6H15BeN6O12 in a non-equilibrium geometry.

Output
Energy above the lowest of the compared OMol25 structures with the same formula, charge and spin: 1170.2 kJ/mol
Total energy: -40370.46398 eV
Net charge: -1
Orbital gap: 1.95 eV
Highest occupied orbital energy: -5.14 eV

Last column: Mulliken charge in e.
Positions of all 40 atoms, in Å:
Be: 0.231 -0.759 -0.209  0.507
O: 5.957 -2.995 1.136  -0.444
C: 4.758 -2.554 1.183  0.824
O: 4.388 -1.465 1.677  -0.568
O: 3.924 -3.255 0.665  -0.570
H: 5.824 -3.859 0.738  0.319
O: -1.344 -4.589 5.219  -0.456
C: -0.980 -4.981 4.026  0.764
O: -0.336 -6.024 3.761  -0.587
O: -1.082 -4.071 3.179  -0.594
H: -1.631 -3.797 4.759  0.350
O: -5.345 -0.941 -4.018  -0.449
C: -4.212 -0.718 -3.360  0.759
O: -4.104 0.302 -2.661  -0.618
O: -3.210 -1.371 -3.449  -0.549
H: -5.767 -0.147 -3.681  0.306
C: -2.429 1.678 5.072  0.631
O: -2.220 1.426 3.875  -0.643
N: -3.518 2.085 5.676  -0.382
N: -1.414 1.753 5.909  -0.377
H: -3.516 2.127 6.685  0.168
H: -4.392 2.121 5.169  0.221
H: -0.451 1.780 5.603  0.235
H: -1.698 2.172 6.783  0.148
C: 2.841 -1.925 -5.473  0.626
O: 2.786 -1.229 -4.504  -0.635
N: 3.427 -3.106 -5.515  -0.428
N: 2.327 -1.559 -6.591  -0.382
H: 3.593 -3.522 -4.609  0.256
H: 3.270 -3.737 -6.288  0.178
H: 2.215 -2.248 -7.322  0.160
H: 2.071 -0.583 -6.630  0.227
C: 0.191 5.085 -0.891  0.595
O: 0.769 4.019 -1.065  -0.656
N: 0.824 6.061 -0.398  -0.441
N: -1.077 5.269 -1.058  -0.360
H: 0.761 6.968 -0.836  0.208
H: 1.764 5.894 -0.067  0.240
H: -1.530 6.172 -1.088  0.184
H: -1.666 4.525 -1.403  0.233



[3]
ORCA calculation (the ωB97M-V functional and the def2-TZVPD basis) on a structure of composition C6H15BrMnNO2 in a non-equilibrium geometry.

Output
<S²>: 12.002
Total energy: -113410.15389 eV
Multiplicity: 7
Net charge: 0
Orbital gap (alpha / beta): 7.88 / 7.11 eV
Highest occupied orbital energy (alpha / beta): -8.03 / -8.31 eV

Last column: Mulliken charge in e.
Positions of all 26 atoms, in Å:
Mn: -0.826 4.041 -1.275  0.446
Br: -2.555 2.115 -1.154  -0.478
C: 3.081 0.565 -2.670  -0.811
O: 2.370 0.389 -1.402  -0.296
C: 1.281 -0.501 -1.475  -0.554
C: 0.785 -0.661 -0.031  -0.414
N: 0.425 0.609 0.576  -0.048
C: 0.060 0.520 2.025  -0.803
C: -1.370 -0.068 2.276  -0.423
O: -1.513 -1.282 1.551  -0.277
C: -2.788 -1.602 1.042  -0.716
H: 3.762 1.414 -2.615  0.270
H: 2.362 0.865 -3.432  0.317
H: 3.673 -0.237 -3.111  0.295
H: 1.663 -1.456 -1.836  0.339
H: 0.535 0.019 -2.076  0.339
H: 1.502 -1.095 0.667  0.377
H: -0.004 -1.406 -0.134  0.179
H: -0.303 1.014 0.004  0.081
H: 0.047 1.552 2.378  0.344
H: 0.783 -0.028 2.629  0.302
H: -1.993 0.788 2.015  0.293
H: -1.672 -0.242 3.309  0.418
H: -3.384 -1.905 1.902  0.325
H: -2.682 -2.527 0.474  0.248
H: -3.241 -0.881 0.361  0.249



[4]
ORCA calculation (the ωB97M-V functional and the def2-TZVPD basis) on a structure of composition C6H15BrNO2 in a non-equilibrium geometry.

Output
Energy above the lowest of the compared OMol25 structures with the same formula, charge and spin: 538.2 kJ/mol
Total energy: -82089.64296 eV
Net charge: -1
Orbital gap: 5.96 eV
Highest occupied orbital energy: -2.61 eV

Last column: Mulliken charge in e.
Positions of all 25 atoms, in Å:
Br: 2.589 0.102 -1.903  -0.846
C: 0.171 -3.630 -0.953  -0.814
O: 0.027 -2.272 -0.608  -0.216
C: -0.051 -1.478 -1.794  -0.517
C: -0.271 -0.022 -1.477  -1.036
N: 0.671 0.516 -0.570  -0.253
C: 0.365 1.907 -0.067  -0.871
C: -0.657 1.915 1.129  -0.468
O: 0.012 1.302 2.159  -0.256
C: -0.513 1.628 3.474  -0.835
H: -0.563 -3.949 -1.693  0.303
H: 0.230 -4.318 -0.109  0.240
H: 1.092 -3.770 -1.519  0.340
H: -0.834 -1.807 -2.477  0.347
H: 0.885 -1.669 -2.319  0.339
H: -1.243 0.238 -1.056  0.490
H: -0.134 0.462 -2.444  0.299
H: 1.506 0.504 -1.138  0.425
H: -0.032 2.492 -0.896  0.380
H: 1.312 2.317 0.284  0.319
H: -1.654 1.480 1.058  0.352
H: -0.839 2.955 1.401  0.398
H: -0.459 2.688 3.721  0.304
H: -0.044 1.043 4.266  0.257
H: -1.569 1.366 3.531  0.319



[5]
ORCA calculation (the ωB97M-V functional and the def2-TZVPD basis) on a cluster of 2 separate species, C6H15BrSi in total in a non-equilibrium geometry.

Output
Energy above the lowest of the compared OMol25 structures with the same formula, charge and spin: 335.1 kJ/mol
Total energy: -84383.76652 eV
Net charge: 0
Orbital gap: 7.27 eV
Highest occupied orbital energy: -8.45 eV

Last column: Mulliken charge in e.
Positions of all 23 atoms, in Å:
C: -0.598 -2.671 -1.033  -1.502
C: -0.209 -1.923 1.115  -1.370
C: -0.683 2.910 -0.357  -1.327
C: 1.591 1.819 -0.245  -1.507
C: 0.001 -1.528 -0.314  0.662
C: 0.084 1.685 0.030  0.730
Si: -0.636 0.165 -0.755  -0.087
Br: -3.497 -0.063 0.871  -0.568
H: -0.740 -2.496 -2.143  0.319
H: -0.223 -3.696 -0.818  0.383
H: -1.631 -2.740 -0.689  0.392
H: -1.255 -1.718 1.381  0.294
H: 0.382 -1.415 1.899  0.311
H: -0.008 -2.988 1.251  0.409
H: -1.665 2.608 -0.567  0.422
H: -0.462 3.707 0.410  0.340
H: -0.231 3.268 -1.320  0.329
H: 2.224 1.130 0.240  0.431
H: 1.770 2.874 0.019  0.382
H: 1.851 1.817 -1.347  0.354
H: 1.028 -1.709 -0.532  0.343
H: -0.005 1.579 1.148  0.260
H: -1.581 0.285 -1.746  -0.002



[6]
ORCA calculation (the ωB97M-V functional and the def2-TZVPD basis) on a cluster of 2 separate species, C6H15ClNO2PS in total in a non-equilibrium geometry.

Output
Energy above the lowest of the compared OMol25 structures with the same formula, charge and spin: 330.5 kJ/mol
Total energy: -44695.10653 eV
Net charge: 0
Orbital gap (alpha / beta): 5.51 / 5.52 eV
Highest occupied orbital energy (alpha / beta): -8.55 / -8.55 eV

Last column: Mulliken charge in e.
Positions of all 27 atoms, in Å:
C: -1.745 -2.436 0.982  -0.491
C: 2.051 2.065 -1.466  -0.836
C: -2.222 2.309 0.308  -0.414
C: -0.259 -2.686 1.140  -0.576
C: 2.684 0.704 -1.230  -0.425
C: -0.261 0.649 0.593  0.143
N: 0.524 -1.886 0.264  -0.186
O: 2.122 -0.257 1.706  -0.741
O: 1.761 -0.269 -0.908  -0.342
P: 1.168 -0.370 0.603  0.684
S: -1.224 1.588 1.560  0.134
Cl: -2.490 -0.195 -1.797  -0.629
H: -1.988 -1.570 1.605  0.146
H: -1.856 -1.974 -0.095  0.018
H: -2.394 -3.315 1.256  0.344
H: 1.315 2.247 -2.309  0.290
H: 1.312 2.357 -0.613  0.110
H: 2.829 2.789 -1.607  0.396
H: -1.721 3.031 -0.165  0.331
H: -3.145 2.613 0.843  0.347
H: -2.418 1.405 -0.291  -0.038
H: -0.021 -2.524 2.286  0.240
H: 0.033 -3.709 1.012  0.397
H: 3.417 0.753 -0.492  0.399
H: 3.002 0.339 -2.165  0.278
H: -0.652 0.276 -0.369  0.065
H: 0.180 -1.935 -0.648  0.356